[1]
2 unconnected molecules or ions with the total composition C7H14F3O7PS2 in a non-equilibrium geometry, computed with the ωB97M-V functional and the def2-TZVPD basis.

Relative energy (zero: lowest compared OMol25 entry of this formula, charge and spin), eV: 1.958
E_LUMO, eV: 4.449
Highest occupied orbital energy, eV: 0.6
Total charge: -2

Each line ends with the Löwdin charge.
Geometry (Å):
O 1.86 3.39 0.64  -0.30
S 2.26 3.08 -0.76  0.72
O 3.23 4.07 -1.35  -0.39
O 0.83 3.12 -1.66  -0.24
C 2.86 1.32 -0.90  -0.20
C 1.52 0.41 -0.85  -0.30
C 1.92 -1.11 -0.63  -0.26
C 0.71 -2.09 -0.28  -0.41
P -0.97 -1.24 -0.06  0.94
C -2.37 -2.55 -0.18  -0.41
C -3.66 -1.84 -0.82  -0.17
C -4.10 -0.49 -0.10  -0.50
F -5.51 -0.40 -0.23  0.02
F -3.56 0.60 -0.79  0.06
F -3.84 -0.45 1.26  0.10
H 0.21 3.74 -1.22  0.09
H 3.43 1.08 0.06  0.13
H 3.49 1.14 -1.81  0.10
H 1.04 0.53 -1.87  0.09
H 0.89 0.86 0.00  0.08
H 2.74 -1.17 0.15  0.11
H 2.37 -1.48 -1.61  0.10
H 0.95 -2.64 0.69  0.09
H 0.55 -2.92 -1.07  0.05
H -1.16 -0.36 -1.17  -0.06
H -2.10 -3.44 -0.83  0.06
H -2.64 -2.89 0.87  0.08
H -3.35 -1.54 -1.88  0.11
H -4.56 -2.54 -0.89  0.12
O 0.72 2.48 3.38  -0.48
S 1.39 1.16 3.46  0.14
O 1.29 0.47 2.15  -0.49
O 0.73 0.34 4.51  -0.50
O 2.82 1.35 3.81  -0.50


[2]
A single C7H8FN molecule in a non-equilibrium geometry, computed with the ωB97M-V functional and the def2-TZVPD basis.

Relative energy (zero: lowest compared OMol25 entry of this formula, charge and spin), eV: 3.429
E_LUMO, eV: 0.160
Highest occupied orbital energy, eV: -7.4
Total charge: 0

Each line ends with the Löwdin charge.
Geometry (Å):
C 2.42 -0.79 -0.05  -0.14
C 1.13 -1.21 0.06  -0.15
C 2.64 0.61 -0.14  -0.26
C -0.01 -0.55 -0.03  0.15
C -2.48 -0.39 0.59  -0.03
C -2.01 0.94 0.07  -0.04
C -1.31 -0.28 -0.37  -0.46
N 1.59 1.34 -0.24  0.09
F -1.72 -0.65 -1.71  -0.02
H 3.22 -1.48 0.02  0.07
H 0.71 -2.21 0.17  0.15
H 3.69 1.03 0.02  0.13
H -2.36 -0.78 1.62  0.12
H -3.39 -0.91 0.24  0.12
H -2.40 1.59 -0.75  0.14
H -1.30 1.41 0.71  0.10
H 1.56 2.31 -0.21  0.03


- Look up the highest occupied orbital energy of the first one.
  0.6 eV